{
  "formula": "C33H62BrClN3O7S",
  "method": "ωB97M-V/def2-TZVPD",
  "elements": ["O", "C", "Cl", "C", "C", "C", "C", "Br", "C", "O", "S", "O", "O", "H", "H", "H", "H", "H", "H", "H", "H", "C", "C", "C", "C", "C", "C", "N", "O", "C", "C", "C", "H", "H", "H", "H", "H", "H", "H", "H", "H", "H", "H", "H", "H", "H", "H", "H", "H", "H", "C", "C", "C", "C", "C", "C", "N", "O", "C", "C", "C", "H", "H", "H", "H", "H", "H", "H", "H", "H", "H", "H", "H", "H", "H", "H", "H", "H", "H", "C", "C", "C", "C", "C", "C", "N", "O", "C", "C", "C", "H", "H", "H", "H", "H", "H", "H", "H", "H", "H", "H", "H", "H", "H", "H", "H", "H", "H"],
  "coordinates": [[0.03, -3.17, 1.48], [-0.40, -2.55, 0.57], [-2.01, -1.86, 0.67], [0.35, -2.30, -0.71], [1.36, -1.12, -0.68], [2.40, -1.27, 0.46], [2.36, -0.19, 1.55], [3.54, 1.30, 1.18], [0.94, 0.26, 1.84], [0.27, 0.90, 0.73], [0.54, 0.48, -0.76], [1.46, 1.41, -1.34], [-0.71, 0.27, -1.41], [0.95, -3.20, -0.87], [-0.34, -2.18, -1.55], [1.87, -1.13, -1.65], [2.20, -2.23, 0.95], [3.40, -1.33, 0.04], [2.76, -0.61, 2.48], [0.34, -0.60, 2.17], [0.94, 1.00, 2.65], [-4.07, -8.76, 2.17], [-2.58, -8.97, 1.78], [-1.65, -8.66, 2.96], [-1.52, -7.18, 3.29], [-1.11, -6.39, 2.05], [-2.04, -6.62, 0.86], [-2.19, -8.10, 0.63], [-1.24, -8.58, -0.08], [-3.39, -5.92, 1.11], [-1.46, -5.99, -0.40], [-2.40, -10.42, 1.37], [-4.18, -8.40, 3.19], [-4.57, -8.07, 1.51], [-4.61, -9.71, 2.09], [-0.65, -9.05, 2.72], [-2.01, -9.22, 3.83], [-2.46, -6.79, 3.69], [-0.78, -7.04, 4.07], [-1.08, -5.32, 2.25], [-0.09, -6.68, 1.76], [-4.11, -6.17, 0.34], [-3.22, -4.84, 1.08], [-3.83, -6.15, 2.08], [-0.45, -6.34, -0.61], [-1.41, -4.91, -0.25], [-2.08, -6.19, -1.27], [-2.98, -10.65, 0.48], [-2.75, -11.05, 2.19], [-1.36, -10.66, 1.17], [-6.78, 1.69, -2.11], [-6.48, 3.12, -1.59], [-6.44, 4.14, -2.74], [-5.19, 4.04, -3.61], [-3.93, 4.12, -2.75], [-3.90, 3.08, -1.64], [-5.18, 3.18, -0.85], [-5.15, 4.10, 0.04], [-3.67, 1.68, -2.22], [-2.74, 3.34, -0.69], [-7.60, 3.50, -0.63], [-6.86, 1.65, -3.20], [-6.02, 0.97, -1.81], [-7.72, 1.33, -1.70], [-6.48, 5.14, -2.30], [-7.34, 4.01, -3.34], [-5.20, 3.11, -4.19], [-5.20, 4.85, -4.34], [-3.04, 3.99, -3.37], [-3.87, 5.12, -2.31], [-3.77, 0.92, -1.44], [-2.65, 1.62, -2.60], [-4.33, 1.43, -3.04], [-2.76, 4.35, -0.26], [-1.80, 3.21, -1.22], [-2.77, 2.63, 0.14], [-7.60, 2.85, 0.25], [-8.55, 3.39, -1.15], [-7.51, 4.53, -0.29], [5.69, 6.91, 0.83], [6.18, 5.49, 1.21], [7.68, 5.47, 1.52], [8.57, 5.60, 0.29], [8.22, 4.54, -0.74], [6.74, 4.56, -1.14], [5.91, 4.50, 0.11], [5.75, 3.31, 0.55], [6.44, 5.81, -1.98], [6.39, 3.35, -1.99], [5.41, 5.05, 2.45], [6.51, 7.63, 0.81], [5.20, 6.93, -0.14], [4.96, 7.26, 1.55], [7.92, 4.52, 2.02], [7.89, 6.27, 2.24], [8.49, 6.60, -0.14], [9.62, 5.48, 0.59], [8.81, 4.67, -1.65], [8.46, 3.55, -0.34], [5.37, 5.91, -2.16], [6.93, 5.70, -2.95], [6.81, 6.73, -1.54], [6.67, 2.42, -1.49], [6.93, 3.41, -2.93], [5.32, 3.31, -2.20], [4.34, 4.97, 2.24], [5.55, 5.81, 3.22], [5.76, 4.10, 2.83]],
  "multiplicity": 4,
  "gap_ev": [7.97, 9.17],
  "e_tot_ha": -5417.759612,
  "s_squared": 3.762,
  "homo_ha": [-0.2864, -0.3303]
}